C21H23N4O3PS2Tl as an isolated structure in a non-equilibrium geometry. Source: the Open Molecules 2025 dataset; level of theory: ωB97M-V with the def2-TZVPD basis set.

Positions of all 55 atoms, in Å:
Tl1 -0.43 -0.11 -1.73
N1 1.50 -0.09 0.13
N2 1.06 -0.15 1.43
C1 -0.18 -0.53 1.77
O1 -0.62 -0.40 2.87
O2 -0.95 -0.95 0.68
H1 2.10 -0.84 -0.07
H2 1.87 0.83 -0.15
H3 1.66 0.16 2.16
C2 -2.02 2.33 1.84
C3 -0.93 2.56 0.78
O3 -0.98 2.03 -0.33
N3 0.05 3.50 1.05
C4 0.51 4.43 0.03
C5 1.91 4.09 -0.28
C6 2.97 4.88 0.19
C7 4.20 4.41 -0.09
C8 4.40 3.28 -0.94
C9 3.28 2.60 -1.37
N4 2.05 2.97 -0.98
H4 -2.92 2.84 1.41
H5 -1.80 2.86 2.77
H6 -2.21 1.32 1.99
H7 -0.06 3.97 1.93
H8 0.47 5.48 0.39
H9 -0.06 4.30 -0.91
H10 2.80 5.82 0.73
H11 5.06 4.92 0.29
H12 5.41 2.97 -1.19
H13 3.32 1.71 -2.00
S1 -2.67 -4.27 1.67
P1 -1.68 -2.57 0.85
S2 -2.30 -2.43 2.73
C10 -2.69 -2.10 -0.55
C11 -3.34 -0.85 -0.60
C12 -4.23 -0.56 -1.65
C13 -4.40 -1.44 -2.63
C14 -3.77 -2.65 -2.63
C15 -2.94 -3.00 -1.54
C16 -0.05 -3.32 0.40
C17 0.62 -3.97 1.44
C18 1.89 -4.47 1.24
C19 2.53 -4.32 0.01
C20 1.84 -3.80 -1.06
C21 0.58 -3.27 -0.83
H14 -3.08 -0.19 0.21
H15 -4.82 0.41 -1.74
H16 -5.10 -1.19 -3.45
H17 -4.00 -3.32 -3.44
H18 -2.40 -3.94 -1.56
H19 0.17 -3.97 2.39
H20 2.43 -4.84 2.11
H21 3.56 -4.55 -0.09
H22 2.28 -3.83 -2.03
H23 0.11 -2.78 -1.66

**E_HOMO**: -10.78 eV
**Net charge**: +1

natural (NBO) atomic charge list, values in e, 2 entries: 0.88 -0.71



The molecule C21H23N5O3S2 in a non-equilibrium geometry. Source: the Open Molecules 2025 dataset; level of theory: ωB97M-V with the def2-TZVPD basis set.

Positions of all 54 atoms, in Å:
C1 -8.56 -1.05 0.04
C2 -7.09 -1.17 0.28
C3 -6.54 -2.27 0.92
C4 -5.18 -2.36 1.15
C5 -4.33 -1.34 0.74
C6 -4.87 -0.24 0.09
N1 -4.04 0.82 -0.33
C7 -2.92 0.77 -1.11
C8 -2.37 -0.45 -1.77
N2 -0.93 -0.53 -1.59
C9 -0.41 -1.13 -0.49
O1 -1.09 -1.74 0.31
C10 1.08 -1.03 -0.36
C11 1.62 -1.10 0.92
C12 2.99 -1.02 1.10
C13 3.81 -0.88 0.00
S1 5.59 -0.77 0.19
O2 5.91 -0.90 1.59
O3 6.21 -1.66 -0.74
N3 5.81 0.81 -0.38
C14 7.16 1.06 -0.86
C15 7.97 1.44 0.39
C16 6.92 2.02 1.36
C17 5.57 1.80 0.65
C18 3.29 -0.83 -1.28
C19 1.92 -0.90 -1.47
N4 -2.39 1.95 -1.25
N5 -3.17 2.79 -0.54
C20 -4.22 2.14 0.04
S2 -5.39 2.81 0.97
C21 -6.24 -0.15 -0.14
H1 -8.77 -0.97 -1.03
H2 -9.09 -1.91 0.44
H3 -8.94 -0.15 0.52
H4 -7.19 -3.07 1.26
H5 -4.77 -3.21 1.66
H6 -3.27 -1.40 0.94
H7 -2.59 -0.42 -2.84
H8 -2.82 -1.34 -1.32
H9 -0.39 0.16 -2.08
H10 0.95 -1.23 1.76
H11 3.43 -1.08 2.08
H12 7.11 1.89 -1.57
H13 7.53 0.17 -1.36
H14 8.42 0.55 0.82
H15 8.75 2.16 0.15
H16 6.94 1.49 2.30
H17 7.08 3.08 1.55
H18 5.22 2.71 0.16
H19 4.79 1.44 1.32
H20 3.97 -0.75 -2.11
H21 1.52 -0.89 -2.47
H22 -2.97 3.77 -0.48
H23 -6.64 0.72 -0.64

**SMILES**: Cc1cccc(-n2c(CNC(=O)c3ccc(S(=O)(=O)N4CCCC4)cc3)n[nH]c2=S)c1
**E_HOMO**: -8.00 eV
**Net charge**: 0
**Energy above the lowest of the compared OMol25 structures with the same formula, charge and spin**: 23.1 kcal/mol

natural (NBO) atomic charge list, values in e, 2 entries: -0.63 0.00



The molecule C21H23N7O2 in a non-equilibrium geometry. Source: the Open Molecules 2025 dataset; level of theory: ωB97M-V with the def2-TZVPD basis set.

Positions of all 53 atoms, in Å:
C1 -7.62 -1.19 -1.07
O1 -6.47 -1.89 -0.72
C2 -5.52 -0.95 -0.38
C3 -4.35 -1.14 0.14
C4 -3.19 -0.50 0.31
C5 -1.96 -1.03 0.76
C6 -1.86 -2.09 1.35
N1 -1.89 -3.29 1.54
C7 -1.03 0.08 1.12
N2 0.18 -0.05 1.59
C8 0.96 -1.31 1.40
C9 1.95 -1.44 0.09
N3 2.85 -0.58 0.18
C10 4.03 -0.30 -0.64
C11 4.05 -1.40 -1.55
C12 5.32 -1.47 -2.34
C13 6.35 -0.47 -2.19
C14 6.21 0.28 -1.21
C15 5.13 0.40 -0.29
O2 5.05 1.14 0.72
C16 5.05 0.60 2.03
C17 2.08 0.86 0.31
C18 1.17 0.99 1.43
N4 -1.18 1.25 0.81
C19 -2.41 1.76 0.38
N5 -2.41 3.27 0.07
C20 -3.47 0.93 -0.16
C21 -4.64 1.27 -0.85
N6 -4.82 2.56 -1.27
N7 -5.70 0.26 -0.71
H1 -8.24 -2.01 -1.17
H2 -7.90 -0.26 -0.60
H3 -7.42 -0.87 -2.20
H4 -4.32 -2.28 0.30
H5 0.19 -2.19 1.48
H6 1.58 -1.37 2.00
H7 2.42 -2.33 -0.02
H8 1.10 -1.31 -0.75
H9 3.16 -1.94 -1.68
H10 5.43 -2.21 -3.07
H11 7.13 -0.49 -2.64
H12 7.04 1.01 -0.81
H13 5.01 1.68 2.78
H14 6.05 0.15 2.03
H15 4.26 -0.02 2.40
H16 2.89 1.55 0.38
H17 1.70 0.94 -0.58
H18 0.90 1.81 1.55
H19 1.95 0.68 2.45
H20 -3.47 3.59 0.37
H21 -1.82 3.69 0.48
H22 -4.03 3.02 -1.68
H23 -5.51 2.61 -1.87

**SMILES**: COc1cc2c(C#N)c(N3CCN(c4ccccc4OC)CC3)nc(N)c2c(N)n1
**E_HOMO**: -7.58 eV
**Net charge**: 0

natural (NBO) atomic charge list, values in e, 2 entries: -0.27 -0.46



C21H23N9O7RhSi as an isolated structure in a non-equilibrium geometry. Source: the Open Molecules 2025 dataset; level of theory: ωB97M-V with the def2-TZVPD basis set.

Positions of all 62 atoms, in Å:
Rh1 0.02 -0.06 0.28
N1 1.64 2.81 2.56
C1 2.13 3.35 1.40
C2 1.61 2.61 0.38
N2 0.81 1.64 0.92
C3 0.86 1.76 2.24
C4 0.17 0.76 3.03
N3 -0.61 -0.09 2.37
C5 -1.08 -0.98 3.29
C6 -0.60 -0.65 4.52
N4 0.19 0.46 4.34
H1 1.90 3.10 3.49
H2 2.79 4.19 1.40
H3 1.74 2.71 -0.68
H4 -1.75 -1.78 3.02
H5 -0.75 -1.08 5.49
H6 0.75 0.90 5.05
C7 -3.10 1.84 1.22
C8 -2.81 1.38 -0.17
C9 -3.74 1.58 -1.18
C10 -3.44 1.20 -2.49
C11 -2.21 0.66 -2.81
C12 -1.30 0.51 -1.76
N5 -1.64 0.83 -0.48
N6 -0.03 0.06 -1.75
Si1 1.13 0.01 -3.06
C13 2.76 -0.52 -2.31
C14 0.54 -1.18 -4.37
C15 1.28 1.75 -3.77
H7 -3.99 1.36 1.61
H8 -3.27 2.91 1.22
H9 -2.27 1.62 1.90
H10 -4.69 2.04 -0.94
H11 -4.18 1.35 -3.27
H12 -1.95 0.37 -3.81
H13 2.85 -1.60 -2.26
H14 2.87 -0.12 -1.30
H15 3.59 -0.14 -2.91
H16 0.19 -2.12 -3.92
H17 1.35 -1.43 -5.06
H18 -0.28 -0.77 -4.96
H19 1.48 2.48 -2.98
H20 0.35 2.05 -4.26
H21 2.08 1.82 -4.50
O1 6.55 -4.20 -0.51
N7 5.39 -4.49 -0.68
O2 4.98 -5.48 -1.25
C16 4.38 -3.56 -0.17
C17 3.04 -3.84 -0.37
C18 2.11 -2.93 0.09
C19 2.46 -1.75 0.80
O3 1.57 -0.99 1.28
C20 3.85 -1.54 0.98
C21 4.80 -2.41 0.49
N8 4.32 -0.34 1.67
O4 3.53 0.27 2.38
O5 5.43 0.06 1.40
N9 0.71 -3.22 -0.16
O6 -0.12 -2.30 -0.26
O7 0.40 -4.37 -0.36
H22 2.74 -4.75 -0.88
H23 5.85 -2.20 0.62

**E_HOMO**: -10.82 eV
**Net charge**: +1
**Energy above the lowest of the compared OMol25 structures with the same formula, charge and spin**: 23.1 kcal/mol

natural (NBO) atomic charge list, values in e, 2 entries: 1.15 -0.46



The molecule C21H23NO4. Source: the Open Molecules 2025 dataset; level of theory: ωB97M-V with the def2-TZVPD basis set.

Positions of all 49 atoms, in Å:
C1 -2.80 -3.69 0.27
C2 -1.85 -3.14 1.32
C3 -1.08 -1.91 0.84
C4 -0.07 -2.24 -0.25
N1 0.69 -1.08 -0.66
C5 0.48 -0.44 -1.84
O1 -0.36 -0.73 -2.66
C6 1.57 0.64 -2.01
O2 2.36 0.28 -3.13
C7 1.00 2.07 -2.19
C8 -0.51 2.15 -2.19
O3 -1.11 2.53 -3.17
C9 -1.26 1.75 -0.97
C10 -2.56 1.30 -1.18
C11 -3.39 0.95 -0.13
C12 -2.92 1.07 1.16
C13 -1.63 1.52 1.40
C14 -0.79 1.86 0.35
O4 0.47 2.34 0.55
C15 0.95 2.52 1.86
C16 2.37 0.47 -0.74
C17 3.49 1.13 -0.29
C18 4.03 0.76 0.93
C19 3.46 -0.26 1.67
C20 2.33 -0.93 1.23
C21 1.79 -0.56 0.01
H1 -3.47 -2.91 -0.08
H2 -2.25 -4.08 -0.59
H3 -3.39 -4.50 0.69
H4 -2.42 -2.86 2.21
H5 -1.14 -3.92 1.62
H6 -0.56 -1.46 1.69
H7 -1.78 -1.17 0.45
H8 -0.58 -2.59 -1.15
H9 0.63 -3.01 0.09
H10 1.76 0.12 -3.86
H11 1.39 2.72 -1.41
H12 1.34 2.45 -3.16
H13 -2.90 1.23 -2.20
H14 -4.39 0.60 -0.32
H15 -3.55 0.81 2.00
H16 -1.30 1.61 2.43
H17 1.96 2.91 1.75
H18 0.34 3.23 2.42
H19 1.00 1.56 2.40
H20 3.94 1.91 -0.89
H21 4.91 1.26 1.30
H22 3.90 -0.54 2.62
H23 1.90 -1.73 1.81

**SMILES**: CCCCN1C(=O)[C@@](O)(CC(=O)c2ccccc2OC)c2ccccc21
**E_HOMO**: -8.43 eV
**Net charge**: 0
**Energy above the lowest of the compared OMol25 structures with the same formula, charge and spin**: 41.8 kcal/mol

natural (NBO) atomic charge list, values in e, 2 entries: -0.61 -0.39



C21H23NPdS4 as an isolated structure in a non-equilibrium geometry. Source: the Open Molecules 2025 dataset; level of theory: ωB97M-V with the def2-TZVPD basis set.

Positions of all 50 atoms, in Å:
Pd1 1.14 -0.41 0.70
C1 1.45 2.00 -2.35
C2 2.45 2.45 -1.29
S1 2.52 1.56 0.31
C3 4.06 0.61 0.22
C4 4.06 -0.47 -0.84
S2 2.75 -1.72 -0.57
C5 2.04 -1.90 -2.23
C6 1.11 -0.80 -2.73
S3 1.98 0.64 -3.43
H1 1.28 2.84 -3.02
H2 0.48 1.74 -1.92
H3 2.23 3.48 -0.99
H4 3.46 2.44 -1.68
H5 4.18 0.21 1.23
H6 4.88 1.31 0.05
H7 5.02 -1.01 -0.83
H8 3.90 -0.06 -1.83
H9 1.52 -2.86 -2.20
H10 2.91 -2.02 -2.88
H11 0.48 -0.44 -1.92
H12 0.46 -1.22 -3.49
C7 -5.19 2.71 0.88
C8 -4.87 1.38 1.19
C9 -3.58 0.94 1.04
C10 -2.58 1.82 0.58
C11 -2.92 3.15 0.28
C12 -4.22 3.59 0.42
C13 -1.21 1.42 0.40
C14 -0.72 0.18 0.61
C15 -0.98 -1.20 0.82
C16 -0.86 -1.76 2.13
C17 -1.08 -3.11 2.33
C18 -1.43 -3.90 1.25
C19 -1.56 -3.38 -0.05
C20 -1.33 -2.05 -0.27
H13 -6.21 3.05 0.99
H14 -5.64 0.71 1.54
H15 -3.34 -0.08 1.29
H16 -2.15 3.84 -0.06
H17 -4.48 4.61 0.19
H18 -0.52 2.21 0.11
H19 -0.65 -1.10 2.96
H20 -1.00 -3.54 3.32
H21 -1.62 -4.96 1.41
H22 -1.84 -4.03 -0.87
H23 -1.43 -1.62 -1.26
S4 2.35 -2.54 4.71
C21 2.36 -1.67 3.37
N1 2.39 -1.03 2.38

**E_HOMO (alpha / beta)**: -14.02 / -14.03 eV
**Net charge**: +2
**Energy above the lowest of the compared OMol25 structures with the same formula, charge and spin**: 26.8 kcal/mol

natural (NBO) atomic charge list, values in e, 2 entries: 0.73 -0.55



C21H24BClN10O3PdS2 as an isolated structure in a non-equilibrium geometry. Source: the Open Molecules 2025 dataset; level of theory: ωB97M-V with the def2-TZVPD basis set.

Positions of all 63 atoms, in Å:
Pd1 0.08 -0.34 -0.48
C1 -0.91 -0.98 3.73
C2 -0.03 -0.51 2.76
N1 -0.62 -0.59 1.56
N2 -1.85 -1.10 1.72
C3 -2.05 -1.34 3.03
B1 -2.76 -1.45 0.51
N3 -2.85 -0.16 -0.34
C4 -3.88 0.50 -0.89
C5 -3.43 1.72 -1.37
C6 -2.07 1.74 -1.09
N4 -1.75 0.60 -0.46
N5 -1.99 -2.52 -0.29
C7 -2.35 -3.74 -0.72
C8 -1.21 -4.43 -1.11
C9 -0.17 -3.54 -0.89
N6 -0.66 -2.39 -0.41
N7 -4.07 -1.97 0.99
C10 -4.32 -3.19 1.58
C11 -5.65 -3.27 1.84
C12 -6.17 -2.02 1.40
N8 -5.22 -1.24 0.93
H1 -0.74 -1.05 4.79
H2 0.97 -0.14 2.88
H3 -2.98 -1.73 3.40
H4 -4.87 0.08 -0.90
H5 -4.01 2.49 -1.84
H6 -1.34 2.51 -1.25
H7 -3.38 -4.07 -0.72
H8 -1.14 -5.44 -1.48
H9 0.89 -3.69 -1.01
H10 -3.54 -3.91 1.80
H11 -6.18 -4.05 2.35
H12 -7.18 -1.67 1.47
Cl1 5.60 -1.90 -0.60
C13 4.08 -1.97 -1.37
C14 3.88 -2.74 -2.50
C15 2.62 -2.74 -3.10
C16 1.60 -1.99 -2.54
N9 1.81 -1.27 -1.43
C17 3.02 -1.25 -0.85
H13 4.69 -3.32 -2.92
H14 2.43 -3.32 -3.99
H15 0.62 -1.97 -2.97
H16 3.15 -0.65 0.04
C18 -0.29 6.60 -0.36
O1 -0.27 5.18 0.01
C19 0.77 4.70 0.57
S1 2.24 5.35 0.94
S2 1.00 3.19 1.19
H17 -1.24 6.77 -0.84
H18 0.53 6.82 -1.05
H19 -0.20 7.22 0.53
N10 0.34 1.27 -5.14
C20 1.04 1.90 -3.97
C21 0.56 1.18 -2.71
O2 -0.25 0.25 -2.88
O3 1.00 1.54 -1.59
H20 -0.26 1.91 -5.65
H21 -0.24 0.54 -4.67
H22 0.97 0.82 -5.81
H23 0.82 2.96 -3.91
H24 2.12 1.78 -4.06

**E_HOMO (alpha / beta)**: -15.56 / -15.56 eV
**Net charge**: +3
**Spin multiplicity**: 2

natural (NBO) atomic charge list, values in e, 2 entries: 1.28 -0.30



C21H24CrIN4O as an isolated structure. Source: the Open Molecules 2025 dataset; level of theory: ωB97M-V with the def2-TZVPD basis set.

Positions of all 52 atoms, in Å:
Cr1 -0.11 0.27 -0.29
C1 -1.29 2.09 1.71
N1 0.06 1.51 1.52
C2 1.04 2.58 1.33
C3 0.36 0.59 2.61
C4 0.97 0.99 3.78
C5 1.18 0.09 4.82
C6 0.74 -1.22 4.67
C7 0.13 -1.64 3.49
C8 -0.07 -0.75 2.43
N2 -0.52 -1.08 1.17
C9 -1.55 -1.93 0.87
C10 -2.43 -2.53 1.78
C11 -3.51 -3.29 1.34
C12 -3.75 -3.46 -0.02
C13 -2.89 -2.87 -0.93
C14 -1.81 -2.12 -0.51
N3 -0.88 -1.48 -1.44
C15 0.23 -2.41 -1.71
C16 -1.49 -1.06 -2.70
H1 -1.29 2.74 2.59
H2 -2.00 1.28 1.86
H3 -1.55 2.64 0.81
H4 1.00 3.32 2.13
H5 0.80 3.08 0.39
H6 2.04 2.16 1.28
H7 1.30 2.02 3.89
H8 1.67 0.41 5.73
H9 0.90 -1.94 5.47
H10 -0.16 -2.67 3.37
H11 -2.29 -2.38 2.84
H12 -4.18 -3.73 2.07
H13 -4.59 -4.04 -0.36
H14 -3.08 -2.99 -1.99
H15 -0.13 -3.32 -2.21
H16 0.70 -2.70 -0.77
H17 0.97 -1.93 -2.35
H18 -1.82 -1.91 -3.31
H19 -0.76 -0.48 -3.26
H20 -2.33 -0.40 -2.49
I1 4.87 -2.36 2.06
C17 4.00 -1.13 0.62
C18 4.77 -0.47 -0.32
C19 4.13 0.34 -1.24
C20 2.75 0.46 -1.20
N4 2.01 -0.20 -0.29
C21 2.62 -0.98 0.60
H21 5.85 -0.57 -0.32
H22 4.69 0.88 -1.99
H23 2.20 1.09 -1.88
H24 1.99 -1.49 1.31
O1 -0.79 1.46 -1.23

**E_HOMO (alpha / beta)**: -6.54 / -6.84 eV
**Net charge**: 0
**Energy above the lowest of the compared OMol25 structures with the same formula, charge and spin**: 0.0 kcal/mol
**Spin multiplicity**: 4

natural (NBO) atomic charge list, values in e, 2 entries: 1.31 -0.41



C21H24CuN3O3 as an isolated structure. Source: the Open Molecules 2025 dataset; level of theory: ωB97M-V with the def2-TZVPD basis set.

Positions of all 52 atoms, in Å:
Cu1 0.81 -0.16 0.97
C1 5.88 1.43 0.65
C2 4.42 1.74 0.68
C3 3.71 2.85 0.28
C4 2.36 2.55 0.56
N1 2.26 1.34 1.10
N2 3.51 0.87 1.15
C5 1.14 3.40 0.35
H1 6.43 2.26 0.21
H2 6.08 0.54 0.05
H3 6.28 1.25 1.65
H4 4.11 3.75 -0.15
H5 3.65 -0.04 1.57
H6 1.41 4.33 -0.15
H7 0.68 3.65 1.31
H8 0.40 2.88 -0.26
C6 2.06 -2.90 0.85
C7 1.45 -1.84 1.81
O1 1.45 -2.16 2.99
H9 2.37 -3.80 1.39
H10 2.91 -2.46 0.32
H11 1.31 -3.14 0.09
C8 -4.69 -1.18 2.99
O2 -4.21 -0.79 1.71
C9 -3.34 -1.64 1.09
C10 -2.85 -2.82 1.62
C11 -1.99 -3.60 0.88
C12 -1.61 -3.22 -0.40
C13 -2.08 -2.03 -0.93
C14 -2.93 -1.23 -0.18
N3 -3.51 -0.03 -0.67
C15 -3.10 0.82 -1.60
C16 -1.84 1.05 -2.11
C17 -1.73 1.84 -3.30
C18 -0.54 2.05 -3.91
C19 0.64 1.45 -3.35
C20 0.61 0.76 -2.18
C21 -0.61 0.63 -1.43
O3 -0.65 0.21 -0.25
H12 -5.43 -0.44 3.28
H13 -3.88 -1.20 3.72
H14 -5.17 -2.16 2.95
H15 -3.13 -3.12 2.62
H16 -1.59 -4.51 1.31
H17 -0.94 -3.84 -0.98
H18 -1.79 -1.72 -1.92
H19 -4.39 0.19 -0.22
H20 -3.91 1.43 -2.00
H21 -2.64 2.26 -3.73
H22 -0.47 2.64 -4.81
H23 1.58 1.56 -3.87
H24 1.51 0.32 -1.76

**E_HOMO**: -5.64 eV
**Net charge**: 0
**Energy above the lowest of the compared OMol25 structures with the same formula, charge and spin**: 17.7 kcal/mol

natural (NBO) atomic charge list, values in e, 2 entries: 0.70 -0.64